Entry 1:
ORCA calculation (ωB97M-V/def2-TZVPD) on a structure of composition C7H10.

Element x y z (Å)
H (2.07010, -0.44774, 0.26416)
H (-1.73338, 2.66030, -0.17732)
H (-1.10918, 1.22504, 2.40090)
C (-1.05750, -0.79280, 0.43595)
H (-2.24535, 0.15250, -1.40754)
H (-1.69818, -1.10944, 1.26311)
H (2.26689, -2.20735, 0.13876)
H (3.41100, -1.11657, -0.70458)
C (-0.64995, 1.30992, 1.41755)
H (1.72221, -1.26418, -1.27577)
C (-1.22229, 1.74977, 0.13129)
H (0.40149, 1.21295, -1.47374)
H (-0.70739, -1.65686, -0.14262)
C (-0.23266, 0.94285, -0.63937)
C (-0.02173, 0.29155, 0.72955)
C (2.37402, -1.26050, -0.39634)
C (-1.56809, 0.31056, -0.56400)

For the energy above the lowest of the compared OMol25 structures with the same formula, charge and spin, the calculation gives 590.3 kJ/mol. The value obtained for the total energy is -7414.9167 eV. The largest force on an atom comes out at 0.5 eV/Å. Its charge is 0. Its LUMO energy is 0.015 hartree. For the HOMO-LUMO gap, the calculation gives 8.53 eV.


Entry 2:
ORCA calculation (ωB97M-V/def2-TZVPD) on a structure of composition C7H10.

Element x y z (Å)
C (1.59408, -1.08984, -0.07053)
H (-0.84396, -2.21962, 0.57488)
H (1.22962, 1.24097, 1.16874)
C (-0.24255, 0.44447, -1.11867)
C (0.24148, 0.77353, 1.08498)
H (-0.11910, 0.50166, 2.08937)
H (2.44754, -0.40230, -0.11086)
H (1.61684, -1.72830, -0.96039)
H (-1.53522, -1.35324, -0.84945)
C (-0.98144, -1.24318, 0.08037)
H (1.72939, -1.73676, 0.80420)
C (-1.47383, 0.94589, -0.57269)
H (-2.33330, 1.32349, -1.11670)
H (-0.99314, 2.66654, 0.69449)
C (-0.75899, 1.64833, 0.38252)
H (0.16339, 0.58920, -2.11402)
C (0.25920, -0.36083, 0.03375)

For the energy above the lowest of the compared OMol25 structures with the same formula, charge and spin, the calculation gives 564.0 kJ/mol. The value obtained for the total energy is -7415.1898 eV. The largest force on an atom comes out at 0.7 eV/Å. Its charge is 0. Its LUMO energy (alpha / beta) is 0.027 / 0.021 hartree. For the HOMO-LUMO gap (alpha / beta), the calculation gives 7.74 / 7.21 eV.


Entry 3:
ORCA calculation (ωB97M-V/def2-TZVPD) on a cluster of 2 separate species, C7H10 in total in a non-equilibrium geometry.

Element x y z (Å)
H (-3.60867, -1.52811, 1.98427)
H (-1.23391, -0.20867, -2.02501)
C (-0.45046, 0.51501, -1.82080)
H (2.23512, 1.37514, -1.40458)
C (0.48555, -0.95987, -0.14027)
C (1.50339, 1.37668, -0.58947)
H (-0.52833, 1.46381, -2.34227)
C (1.22488, -1.25431, 0.94520)
H (-1.31900, 0.75152, 1.05602)
C (-1.99002, -0.05342, 1.39385)
H (2.05473, 1.23761, 0.34323)
H (1.56524, -0.52189, 1.66708)
C (0.45097, 0.32792, -0.83769)
H (-0.02455, -1.78076, -0.64565)
H (1.42837, -2.28263, 1.22654)
H (1.04969, 2.37241, -0.54262)
C (-2.84299, -0.83045, 1.73219)

For the energy above the lowest of the compared OMol25 structures with the same formula, charge and spin, the calculation gives 356.4 kJ/mol. The value obtained for the total energy is -7417.3411 eV. The largest force on an atom comes out at 1.4 eV/Å. Its charge is 0. The SMILES is C=CC(=C)C.C#C. Its LUMO energy is 0.030 hartree. For the HOMO-LUMO gap, the calculation gives 9.47 eV.